# 1
Formula: C3H11NSi
Source: OMol25
Level of theory: the ωB97M-V functional and the def2-TZVPD basis

Results
- E: -12654.648 eV
- HOMO level: -0.2804 hartree
- 2S+1: 1
- Charge: 0

Last column: Mulliken charge in e.
CARTESIAN COORDINATES (ANGSTROEM)
Si -0.256157 -1.098342 -0.030816  0.538
H -1.806213 -0.085202 1.457567  0.353
H 1.424057 2.629163 0.519872  0.283
H 2.159781 -0.041866 0.877825  0.189
H -0.593260 -0.792021 -2.528129  0.295
C 1.081399 1.758028 1.080709  -0.533
C -1.777938 -0.060549 0.410808  -1.082
H 1.303858 2.036425 2.149465  0.264
N 1.541104 0.591131 0.321775  -0.627
H 1.029672 -1.224941 -2.141517  0.295
H -2.760281 -0.445974 0.061238  0.342
H -1.690833 0.957185 0.117004  0.340
H -0.254704 -2.450615 -2.068901  0.378
H 0.025156 1.848473 0.944497  0.070
H 0.573899 -2.142160 0.720764  -0.097
C 0.000460 -1.478736 -1.892161  -1.008

Atomic forces in eV per Å
3.571 2.725 -1.020
-0.250 0.184 1.772
0.325 0.303 0.021
-0.625 0.906 -0.388
0.016 -0.456 0.406
0.329 0.947 -0.425
-0.391 -2.062 -0.692
0.108 -1.194 -0.704
-1.534 -3.065 0.633
0.178 -0.408 0.182
0.727 0.060 0.021
0.403 0.770 -0.517
-0.468 -2.689 -0.819
-0.968 0.068 0.334
-1.304 0.363 0.036
-0.115 3.548 1.161

***

# 2
Formula: C3H11O
Source: OMol25
Level of theory: the ωB97M-V functional and the def2-TZVPD basis

Results
- E: -5327.001 eV
- HOMO level: -0.5248 hartree
- 2S+1: 1
- Charge: +1

Last column: Mulliken charge in e.
CARTESIAN COORDINATES (ANGSTROEM)
H -2.155209 1.317326 0.907929  0.387
C 0.020323 1.112299 0.687570  -0.621
H 0.261067 1.763228 1.563509  0.323
H -2.614199 -0.690355 -0.636830  0.296
C -1.380018 0.601153 0.945547  -0.491
H -1.665829 -0.019100 1.752408  0.307
O 2.218452 -0.886175 -1.078631  -0.290
H 0.186977 1.728923 -0.261061  0.330
H 1.787011 -1.500394 -0.579639  0.396
H 2.042782 0.014650 -0.852405  0.403
H -1.064449 -1.429787 0.171976  0.251
C -1.541670 -0.544105 -0.232590  -0.836
H -0.847496 -0.206004 -1.009446  0.212
H 3.062407 -1.059107 -1.580304  0.461
H 0.667517 0.153939 0.749751  -0.131

Atomic forces in eV per Å
-0.589 1.112 -0.505
0.845 0.225 1.846
0.577 -0.422 -0.800
1.958 -0.023 0.726
-0.496 -2.566 -3.912
0.920 -0.075 1.805
3.065 1.940 -3.600
-0.540 -1.090 1.144
-1.879 -3.364 2.407
-0.464 1.692 0.543
-0.484 -0.552 0.106
-1.046 1.862 0.239
-0.624 -0.082 -0.545
-0.865 -0.220 0.686
-0.377 1.563 -0.139

***

# 3
Formula: C3H11O
Source: OMol25
Level of theory: the ωB97M-V functional and the def2-TZVPD basis

Results
- E: -5328.278 eV
- HOMO level: -0.5860 hartree
- 2S+1: 1
- Charge: +1

Last column: Mulliken charge in e.
CARTESIAN COORDINATES (ANGSTROEM)
C -0.609677 -1.300574 0.229497  -1.344
H -1.918464 -0.042299 -0.882437  0.272
H -0.167609 -1.626315 -0.712586  0.299
H -1.332895 2.157100 -0.019789  0.351
O 2.115160 -0.038847 -0.243317  -0.384
H -1.346917 -2.053924 0.527523  0.311
H 0.204359 -1.346225 0.989444  0.488
H 0.067651 1.504867 -0.751716  0.215
H -0.168161 1.471921 1.046354  0.430
H 2.230164 -0.656928 -0.993886  0.485
C -1.411465 -0.006364 0.083374  0.225
H 1.390973 -0.390989 0.340471  0.277
H -2.175298 0.101012 0.849898  0.317
C -0.641955 1.321819 0.061615  -1.375
H 2.047418 0.900425 -0.493880  0.432

Atomic forces in eV per Å
-0.302 -0.048 0.114
-0.288 -0.332 0.142
-0.133 -0.045 -0.208
-0.163 0.002 -0.048
0.491 -0.840 0.133
0.570 -0.246 -0.011
-0.496 0.246 0.236
0.006 -0.373 -0.120
0.238 0.054 -0.293
0.122 0.318 -0.091
0.560 0.887 -0.882
-0.321 0.376 -0.060
0.046 -0.269 0.087
-0.004 0.187 1.015
-0.324 0.084 -0.013

***

# 4
Formula: C3H11O3
Source: OMol25
Level of theory: the ωB97M-V functional and the def2-TZVPD basis

Results
- E: -9432.567 eV
- HOMO level: -0.1407 hartree
- 2S+1: 1
- Charge: -1

Last column: Mulliken charge in e.
CARTESIAN COORDINATES (ANGSTROEM)
H -1.194079 0.770390 -0.440065  0.219
H 0.237368 -1.703273 0.427720  0.287
H 2.053306 -0.328181 0.078831  0.449
H -0.534094 0.507988 1.175210  0.218
H 3.256264 0.273376 0.582076  0.288
C -1.878232 -1.684238 0.023483  -1.194
H -2.596608 -1.615557 -0.789855  0.318
O 0.355821 3.458958 -0.028495  -0.714
C -0.459372 -1.160102 -0.206942  -0.278
H 0.889362 3.758935 -0.755764  0.275
H -1.895905 -2.778306 0.172618  0.343
O 0.926312 0.813600 -0.253963  -0.993
H -0.148131 -1.251308 -1.249062  0.233
O 2.996466 -0.637840 0.321101  -0.766
H 0.524192 2.462424 -0.106105  0.444
H -2.231000 -1.216872 0.947150  0.291
C -0.301664 0.330002 0.102070  -0.419

Atomic forces in eV per Å
0.563 0.347 0.130
0.166 -0.258 -0.063
0.465 -0.067 -0.166
-0.050 -0.154 0.080
0.213 -0.929 -0.119
0.315 -0.991 0.406
0.015 0.898 -0.158
-0.169 -0.658 0.154
-0.157 0.055 -0.183
0.291 0.409 -0.429
0.301 0.227 0.335
-0.597 0.283 -0.047
0.083 -0.298 -0.008
-0.369 1.147 0.269
0.126 0.101 0.268
-0.467 -0.072 -0.163
-0.728 -0.042 -0.305

***

# 5
Formula: C3H11O4
Source: OMol25
Level of theory: the ωB97M-V functional and the def2-TZVPD basis

Results
- E: -11479.658 eV
- HOMO level: -0.1628 hartree
- 2S+1: 1
- Charge: -1

Last column: Mulliken charge in e.
CARTESIAN COORDINATES (ANGSTROEM)
H -0.876477 0.781103 -0.157356  0.450
H 2.141231 1.696246 -1.311980  0.304
H -2.823279 0.170519 1.740852  0.312
O 2.496662 0.798225 -1.371101  -0.875
H 0.498290 -1.860283 0.351760  0.242
H 1.663564 0.381293 -0.830529  0.445
O 0.407136 -0.025645 -0.333071  -0.818
O 0.926416 0.443142 -3.385617  -0.737
C 0.429336 -0.845449 0.792753  -0.455
H -1.212651 0.916042 2.287714  0.199
H -1.040142 -1.589410 2.340166  0.392
H 0.346300 0.298463 -2.630900  0.353
O -1.736923 1.085125 0.286817  -0.627
H 1.824754 0.429069 -2.940592  0.385
C -1.780297 0.391822 1.489865  -0.367
H -1.433505 -1.695494 0.734813  0.304
H 1.209449 -0.443895 1.478628  0.315
C -1.039861 -0.930872 1.457777  -0.822

Atomic forces in eV per Å
-0.021 0.005 0.190
0.510 0.117 -0.301
-0.011 0.491 0.422
-0.193 0.352 0.987
1.174 -0.140 1.146
0.342 -0.357 -0.350
-0.072 0.411 -0.082
0.746 -0.135 -0.392
-1.532 0.454 -0.482
-0.792 0.449 0.080
0.133 0.921 0.510
-0.032 -0.126 0.184
-0.291 0.192 -0.335
-1.232 0.155 -0.198
0.739 -0.845 0.659
-0.679 1.075 0.188
-0.186 -0.941 0.046
1.396 -2.077 -2.273

***

# 6
Formula: C3H12FMgO3
Source: OMol25
Level of theory: the ωB97M-V functional and the def2-TZVPD basis

Results
- E: -17597.614 eV
- HOMO level: -0.4319 hartree
- 2S+1: 1
- Charge: +1

Last column: Mulliken charge in e.
CARTESIAN COORDINATES (ANGSTROEM)
H 3.456125 -0.816239 -2.627425  0.254
C 2.702915 -0.401399 -1.957585  -0.519
H -3.367885 1.606041 -4.092155  0.288
H -2.790505 3.151731 -4.404495  0.273
H -0.105135 -2.310739 5.172375  0.233
C 0.920925 -2.636969 5.002445  -0.531
H 0.696985 -1.920469 3.255375  0.291
O -2.452375 2.364581 -2.430856  -0.477
H 0.998995 -3.636429 5.430325  0.225
C -3.234765 2.568421 -3.597975  -0.616
H 1.627265 -0.759989 -0.384355  0.274
H -4.285935 2.818551 -3.454515  0.258
H 3.111985 0.572821 -1.689875  0.250
H -1.556745 2.246991 -2.755845  0.306
F -0.567705 0.437141 1.385885  -0.517
H 1.786845 -0.185719 -2.507495  0.190
Mg -2.221615 2.654181 1.175225  1.501
O 1.285595 -2.570169 3.646555  -0.460
H 1.586785 -2.024919 5.610835  0.233
O 2.408245 -1.157419 -0.776435  -0.458

Atomic forces in eV per Å
-0.269 -0.751 0.383
-0.317 0.883 0.508
0.200 -0.433 0.012
0.196 0.686 0.613
-0.100 0.067 -0.002
0.051 0.092 0.924
0.191 -0.024 -0.300
-0.030 0.754 0.610
0.061 -0.242 -0.496
-0.882 -1.526 -1.662
-0.013 -0.042 0.124
0.379 0.721 0.812
0.105 0.234 0.199
0.189 -0.138 0.158
-1.888 2.590 -0.220
-0.044 -0.251 -0.338
1.880 -2.686 -0.340
-0.231 -0.133 -0.217
0.018 0.261 0.070
0.503 -0.063 -0.838

***

# 7
Formula: C3H12IN6O3
Source: OMol25
Level of theory: the ωB97M-V functional and the def2-TZVPD basis

Results
- E: -26495.140 eV
- HOMO level: -0.1938 hartree
- 2S+1: 1
- Charge: -1

Last column: Mulliken charge in e.
CARTESIAN COORDINATES (ANGSTROEM)
C 1.205024 2.135071 -2.826523  0.814
N -0.061142 1.726172 -2.841434  -0.317
H 2.607635 2.380205 -1.562555  0.220
N 3.932519 -1.673400 -0.487664  -0.377
N -2.945467 -1.377306 3.134757  -0.344
H -0.516519 1.784645 -1.941817  0.035
O 2.485467 -2.369459 1.093707  -0.678
C 2.850605 -1.554007 0.255739  0.600
C -4.121634 -1.246489 2.622408  0.621
N 1.599819 2.329261 -1.605167  -0.382
H 1.383481 -0.130836 0.418006  0.072
H -3.405335 0.002399 1.215230  0.017
H 4.237552 -0.923879 -1.092045  0.165
H -2.319265 -0.648949 2.822544  0.116
H -2.931006 -1.765945 4.066875  0.226
H 2.568859 0.003890 -0.882761  0.034
I -1.149074 1.376077 0.833521  -0.613
N -4.143704 -0.641299 1.461327  -0.299
O 1.866017 2.137983 -3.819570  -0.695
H 4.393861 -2.570236 -0.541982  0.214
H 0.972140 2.310786 -0.814098  0.019
N 2.191500 -0.477476 -0.079022  -0.091
H -5.071557 -0.653027 1.062521  0.196
O -5.147840 -1.607376 3.226094  -0.727
H -0.481937 1.453195 -3.718088  0.174

Atomic forces in eV per Å
-2.480 -1.732 -1.047
-2.018 -0.042 -0.223
-0.282 0.401 0.804
3.406 -1.157 -1.653
3.528 -0.412 1.698
-0.956 -0.544 -0.427
0.327 -0.232 0.158
-1.582 -1.604 1.753
-3.850 -0.412 1.633
2.918 1.236 2.577
-0.083 -0.049 -0.117
-0.078 0.021 -0.600
0.009 -0.487 0.121
0.886 -0.402 0.421
0.299 0.494 -0.145
-0.909 0.402 0.342
0.153 0.086 -0.031
-1.178 0.624 -2.321
2.558 0.555 -2.377
-0.063 0.378 0.107
0.302 -0.112 0.262
-1.217 2.668 -0.688
0.405 0.686 -0.206
-0.010 -0.591 -0.572
-0.087 0.226 0.533

***

# 8
Formula: C3H12N
Source: OMol25
Level of theory: the ωB97M-V functional and the def2-TZVPD basis

Results
- E: -4787.845 eV
- HOMO level: -0.5141 hartree
- 2S+1: 1
- Charge: +1

Last column: Mulliken charge in e.
CARTESIAN COORDINATES (ANGSTROEM)
H 0.686484 -1.688565 -0.730508  0.316
C 0.365873 0.194097 -2.360511  -1.121
H -1.217987 -0.204224 2.175445  0.314
C 1.289936 -0.831445 -0.416339  -1.210
H 2.358623 -0.863339 -0.649661  0.398
H 1.333840 -0.882656 0.694689  0.323
C 0.719557 0.554036 -0.920476  -0.050
H 1.625914 1.128244 -0.733358  0.265
H -2.514657 -0.404371 3.282224  0.389
H 1.334274 -0.132533 -2.789282  0.293
H -1.307412 0.791112 3.391096  0.396
N -1.921359 0.247084 2.771582  -0.493
H -0.193911 0.695797 -0.339789  0.122
H -2.371566 0.986930 2.231894  0.393
H 0.133749 1.029857 -3.032919  0.322
H -0.321358 -0.620030 -2.574088  0.342

Atomic forces in eV per Å
0.470 0.084 -0.267
1.900 1.396 -1.630
-0.489 -0.511 -0.264
-0.027 0.589 1.704
-0.342 -0.579 -0.584
-0.240 0.125 -0.282
-0.042 -3.805 0.211
-0.936 1.236 -0.373
-0.205 0.068 -0.127
-0.413 -0.154 0.000
-0.338 -0.267 0.646
1.858 1.116 -0.122
0.228 1.024 0.184
-0.755 -0.408 -0.205
-0.403 0.046 0.418
-0.267 0.040 0.690